(1)
{
  "formula": "C20H50N2O8S4",
  "method": "ωB97M-V/def2-TZVPD",
  "spin_multiplicity": 2,
  "fmax_ha_per_bohr": 0.0604,
  "e_lumo_ha": [0.076, 0.075],
  "e_tot_ev": -84243.444,
  "s_squared": 0.75,
  "total_charge": -1,
  "elements": ["C", "O", "H", "H", "H", "H", "C", "O", "H", "H", "H", "H", "C", "O", "H", "H", "H", "H", "C", "O", "H", "H", "H", "H", "N", "C", "C", "C", "C", "H", "H", "H", "H", "H", "N", "C", "C", "C", "C", "H", "H", "H", "H", "H", "C", "S", "O", "C", "H", "H", "H", "H", "H", "H", "C", "S", "O", "C", "H", "H", "H", "H", "H", "H", "C", "S", "O", "C", "H", "H", "H", "H", "H", "H", "C", "S", "O", "C", "H", "H", "H", "H", "H", "H"],
  "xyz": [[-1.674, -0.481, -3.378], [-0.726, -0.090, -2.331], [-2.568, -0.962, -2.982], [-1.991, 0.474, -3.797], [-1.369, -1.179, -4.158], [0.069, 0.095, -2.836], [0.136, 1.313, 0.654], [-0.129, -0.088, 0.607], [0.950, 1.493, 1.356], [0.259, 1.861, -0.280], [-0.648, 1.760, 1.265], [-0.234, -0.384, -0.300], [-0.655, -0.819, 4.055], [0.386, 0.045, 3.729], [-0.518, -1.828, 3.666], [-0.606, -0.923, 5.139], [-1.565, -0.337, 3.697], [0.256, 0.210, 2.793], [-4.130, 2.186, -0.023], [-5.193, 2.270, -0.948], [-4.009, 3.129, 0.509], [-4.460, 1.509, 0.766], [-3.164, 1.690, -0.117], [-4.780, 2.632, -1.736], [5.576, 1.769, 1.371], [6.083, 1.880, 2.643], [5.032, 1.702, 3.592], [3.882, 1.640, 2.849], [4.219, 1.613, 1.491], [6.079, 1.846, 0.498], [7.130, 2.084, 2.810], [4.988, 1.789, 4.667], [2.855, 1.562, 3.174], [3.594, 1.472, 0.622], [-4.183, -1.084, 1.892], [-5.553, -1.189, 1.634], [-5.665, -1.851, 0.417], [-4.414, -1.808, -0.168], [-3.438, -1.506, 0.814], [-3.801, -0.707, 2.747], [-6.311, -0.984, 2.376], [-6.626, -2.014, -0.049], [-4.207, -2.086, -1.191], [-2.364, -1.460, 0.915], [1.879, -2.687, 1.588], [3.384, -3.447, 0.672], [4.461, -2.403, 0.730], [3.813, -4.574, 2.101], [1.507, -3.272, 2.429], [1.037, -2.699, 0.895], [2.177, -1.659, 1.793], [4.040, -3.831, 2.866], [4.782, -5.062, 1.992], [2.964, -5.221, 2.322], [3.586, 2.555, -1.884], [3.167, 0.771, -2.357], [1.734, 0.708, -2.817], [4.138, 0.571, -3.951], [2.685, 2.925, -1.394], [3.701, 3.185, -2.766], [4.454, 2.492, -1.227], [5.119, 1.033, -3.846], [3.640, 1.113, -4.755], [4.085, -0.448, -4.334], [-1.482, -3.635, -1.366], [-1.269, -5.432, -0.790], [-0.165, -5.419, 0.243], [-2.904, -5.619, 0.148], [-2.530, -3.395, -1.541], [-0.836, -3.342, -2.193], [-1.250, -3.077, -0.459], [-3.670, -6.046, -0.499], [-3.470, -4.783, 0.558], [-2.848, -6.343, 0.960], [-1.829, 6.216, -1.528], [-1.898, 4.393, -1.708], [-3.092, 4.092, -2.655], [-0.314, 4.174, -2.696], [-1.480, 6.722, -2.428], [-1.084, 6.515, -0.791], [-2.764, 6.538, -1.069], [-0.187, 4.917, -3.483], [-0.406, 3.157, -3.078], [0.614, 4.070, -2.133]]
}

---

(2)
{
  "formula": "C12H24FHfO12",
  "method": "ωB97M-V/def2-TZVPD",
  "fmax_ha_per_bohr": 0.2205,
  "e_lumo_ha": -0.469,
  "e_tot_ev": -41398.908,
  "total_charge": 3,
  "e_above_lowest_kcal_mol": 0.0,
  "elements": ["Hf", "F", "C", "O", "C", "O", "O", "C", "H", "H", "H", "H", "H", "H", "C", "O", "C", "O", "O", "C", "H", "H", "H", "H", "H", "H", "C", "O", "C", "O", "O", "C", "H", "H", "H", "H", "H", "H", "C", "O", "C", "O", "O", "C", "H", "H", "H", "H", "H", "H"],
  "xyz": [[1.053, -1.416, 0.413], [0.805, 0.553, -0.482], [-4.636, -2.340, 0.765], [-3.187, -2.361, 0.701], [-2.494, -1.338, 0.313], [-1.258, -1.378, 0.455], [-3.211, -0.440, -0.282], [-2.608, 0.827, -0.602], [-4.976, -1.455, 1.294], [-4.909, -3.268, 1.255], [-4.997, -2.358, -0.261], [-2.060, 1.182, 0.273], [-3.366, 1.588, -0.763], [-1.913, 0.772, -1.435], [0.642, 2.752, 2.398], [-0.330, 2.058, 3.163], [-0.551, 0.778, 2.980], [0.011, 0.075, 2.130], [-1.495, 0.353, 3.748], [-2.124, 1.144, 4.777], [1.302, 2.146, 1.785], [1.272, 3.341, 3.068], [0.145, 3.552, 1.848], [-2.692, 0.433, 5.371], [-2.840, 1.901, 4.462], [-1.364, 1.603, 5.404], [4.199, 2.098, -0.480], [4.936, 0.942, -0.053], [4.375, -0.174, 0.255], [3.122, -0.339, 0.261], [5.175, -1.052, 0.744], [6.627, -0.939, 0.537], [3.654, 1.940, -1.408], [4.865, 2.951, -0.551], [3.463, 2.364, 0.280], [6.841, -0.681, -0.500], [7.015, -1.942, 0.677], [7.123, -0.188, 1.144], [-2.850, -2.457, -3.985], [-1.968, -2.371, -2.846], [-0.954, -1.552, -2.838], [-0.181, -1.575, -1.873], [-0.966, -0.683, -3.801], [-0.021, 0.393, -3.843], [-3.720, -3.060, -3.743], [-2.407, -2.839, -4.901], [-3.273, -1.472, -4.184], [0.939, -0.084, -4.051], [0.057, 0.983, -2.931], [-0.273, 1.028, -4.686]]
}

---

(3)
{
  "formula": "C4H12N2S",
  "method": "ωB97M-V/def2-TZVPD",
  "fmax_ha_per_bohr": 0.0533,
  "e_lumo_ha": -0.110,
  "e_tot_ev": -18153.846,
  "e_above_lowest_kcal_mol": 96.2,
  "elements": ["C", "N", "C", "C", "S", "C", "N", "H", "H", "H", "H", "H", "H", "H", "H", "H", "H", "H", "H"],
  "xyz": [[1.087, 0.375, -0.258], [-0.325, 0.018, -0.155], [-1.139, 0.172, -1.353], [-2.575, -0.217, -0.968], [2.232, -2.478, -0.292], [1.645, 0.772, 1.130], [0.995, 0.008, 2.226], [1.624, -0.567, -0.602], [1.047, 1.239, -0.922], [-0.372, -0.951, 0.139], [-0.782, -0.329, -2.261], [-1.175, 1.240, -1.610], [-2.850, 0.419, -0.120], [-3.342, -0.153, -1.734], [-2.574, -1.225, -0.540], [2.726, 0.783, 1.211], [1.273, 1.800, 1.223], [1.638, 0.030, 3.005], [0.867, -0.936, 1.878]]
}

---

(4)
{
  "formula": "C2H4OY",
  "method": "ωB97M-V/def2-TZVPD",
  "fmax_ha_per_bohr": 0.1192,
  "e_lumo_ha": -0.210,
  "e_tot_ev": -5219.889,
  "total_charge": 1,
  "e_above_lowest_kcal_mol": 2.3,
  "elements": ["O", "Y", "C", "C", "H", "H", "H", "H"],
  "xyz": [[1.649, 0.395, 0.046], [0.374, -0.457, -1.195], [-1.769, -0.760, 0.483], [-1.781, 0.553, 0.129], [-2.371, -1.491, -0.064], [-1.272, -1.090, 1.400], [-2.505, 0.831, -0.644], [-1.343, 1.465, 0.546]]
}

---

(5)
{
  "formula": "C4H9O3",
  "method": "ωB97M-V/def2-TZVPD",
  "fmax_ha_per_bohr": 0.0495,
  "e_lumo_ha": 0.148,
  "e_tot_ev": -10437.806,
  "total_charge": -1,
  "e_above_lowest_kcal_mol": 15.2,
  "elements": ["C", "C", "O", "H", "H", "H", "H", "H", "H", "C", "C", "O", "O", "H", "H", "H"],
  "xyz": [[1.326, 0.220, -1.614], [0.408, 0.379, -2.841], [1.227, -1.036, -0.982], [2.387, 0.285, -1.896], [1.105, 1.018, -0.912], [0.825, -0.313, -3.585], [0.681, -0.835, -0.152], [0.606, 1.385, -3.207], [-0.552, -0.059, -2.582], [-1.286, 0.320, 2.923], [-1.006, -0.861, 1.973], [-1.532, -1.954, 2.196], [-0.123, -0.556, 1.113], [-0.545, 0.426, 3.720], [-2.267, 0.282, 3.409], [-1.254, 1.299, 2.436]]
}